(1)
Below is C4H6FO4Rb as an isolated structure in a non-equilibrium geometry, with properties calculated with ωB97M-V/def2-TZVPD.

Geometry as XYZ:
```
16
Properties=species:S:1:pos:R:3:forces:R:3
C 0.11893 2.69991 -1.61445 -0.198 -0.482 0.213
O 0.63698 1.42061 -1.70449 0.233 -0.934 0.808
H -0.15622 2.97757 -0.57253 0.049 0.147 -0.105
H 0.85186 3.45339 -1.97163 -0.228 -0.101 0.132
H -0.81191 2.82376 -2.21847 0.241 0.090 0.131
C -0.49307 -1.81312 1.41662 1.476 -2.324 -2.089
O 0.14698 -0.72189 1.87102 0.406 1.443 1.027
C 0.84071 -0.00766 0.87277 -0.806 -0.054 -0.370
C 0.08137 -0.17123 -0.44525 0.394 1.133 0.315
O -0.75882 -1.78168 0.16196 -0.333 0.463 0.587
O -0.51456 -2.82873 2.10828 -1.181 0.113 0.876
F 2.09634 -0.55846 0.78800 -0.006 0.105 -0.128
H 0.93100 1.03304 1.19636 0.033 -0.223 -0.097
H -0.89538 0.32884 -0.38106 0.670 -0.618 -0.981
H 0.67118 -0.76912 -1.14843 -1.114 0.681 -0.311
Rb -2.74538 -6.08524 1.64130 0.363 0.561 -0.007
```
Positions in Å, forces in eV/Å.

For the orbital gap, the calculation gives 4.2 eV. The HOMO energy comes out at -6.31 eV. The value obtained for the calculated total energy is -15804.2655 eV. The value obtained for the LUMO energy is -2.07 eV.

In elementary charge units, the Löwdin charges are:
1. C -0.33
2. O -0.35
3. H 0.05
4. H 0.06
5. H 0.05
6. C -0.72
7. O 0.08
8. C -0.32
9. C 0.10
10. O -0.02
11. O 0.01
12. F 0.05
13. H 0.16
14. H 0.13
15. H 0.13
16. Rb 0.95

=====

(2)
Below is C34H42N4O3P2SSn as an isolated structure in a non-equilibrium geometry, with properties calculated with ωB97M-V/def2-TZVPD.

Geometry as XYZ:
```
87
Properties=species:S:1:pos:R:3:forces:R:3
Sn -0.75112 3.27326 -0.30985 -0.131 0.605 2.118
C 0.87941 0.20508 4.70645 0.002 -0.427 0.164
C 1.36679 0.18273 3.46228 0.045 1.185 -0.209
C 1.34948 -0.83130 2.33617 0.064 0.221 -0.552
C 0.11410 -0.65454 1.41772 0.501 -0.377 0.350
C -1.11735 -1.17592 2.09768 -0.811 0.061 -0.065
C -1.34301 -1.62510 3.34721 -0.465 -0.106 -0.785
C -0.38246 -1.99917 4.46261 -0.147 0.101 0.172
C 0.09572 -0.88010 5.40842 -0.100 0.135 0.005
C -2.36671 2.55520 1.02724 0.332 0.196 -0.563
H 1.06138 1.10266 5.32064 -0.124 -0.371 -0.464
H 1.74335 1.16661 3.12146 0.111 -0.654 0.218
H 1.39902 -1.87853 2.65210 0.042 0.390 -0.131
H 2.23501 -0.67599 1.70352 -0.051 0.086 0.332
H -0.00517 0.41023 1.08748 0.037 -0.655 0.472
H 0.26115 -1.23080 0.48242 0.024 0.156 0.347
H -1.96365 -1.22720 1.39738 -0.010 0.234 0.502
H -2.39999 -1.91661 3.54518 0.847 0.229 -0.157
H 0.51401 -2.46721 4.01778 -0.722 -0.169 0.643
H -0.96845 -2.70848 5.07071 0.664 -0.075 -0.170
H -0.77398 -0.41899 5.92330 0.359 -0.156 -0.314
H 0.70108 -1.32625 6.22254 -0.191 0.130 -0.361
H -2.43263 3.19431 1.91295 0.035 -0.068 -0.218
H -1.98236 1.57638 1.33378 -0.295 -0.037 0.079
H -3.35234 2.45747 0.54652 0.354 -0.061 0.150
P -1.36203 -1.41515 -3.24407 -1.685 -2.238 -1.678
P 2.13370 -0.44671 -3.38560 1.906 -1.798 -0.876
N -2.17073 -2.80217 -2.52507 -0.344 -0.180 0.777
N -2.39348 -1.49954 -4.73719 0.222 1.012 -0.092
N 2.79254 -1.75470 -2.39630 0.015 -0.380 0.681
N 3.60497 -0.27380 -4.39391 -0.129 0.384 -0.495
C 0.05073 -2.39586 -3.91797 0.384 0.060 -0.267
C 1.18983 -1.56928 -4.54951 -0.198 0.193 -0.211
C -3.17337 -2.65058 -1.55667 0.219 -0.960 -0.373
C -3.80517 -3.87254 -1.37565 0.366 0.790 -0.258
C -3.20266 -4.80580 -2.27821 0.571 0.770 -0.323
C -2.21423 -4.12719 -2.97520 -0.463 0.003 0.702
C -3.04575 -0.35729 -5.21543 0.191 -1.004 -0.869
C -3.53340 -0.61842 -6.48779 0.392 -0.122 0.613
C -3.18687 -1.97640 -6.81475 0.533 0.501 1.602
C -2.51084 -2.49331 -5.70945 -0.212 0.725 -0.739
C 3.06777 -1.64269 -1.02554 -0.105 -0.500 -0.227
C 3.22385 -2.90958 -0.49009 -0.288 0.590 -0.103
C 3.01408 -3.86057 -1.54581 0.205 1.192 -0.661
C 2.84600 -3.11831 -2.70572 -0.285 -0.091 1.450
C 4.57124 -1.22312 -4.77090 0.348 1.195 -0.313
C 5.58643 -0.56630 -5.45837 -1.128 0.126 0.531
C 5.21672 0.82028 -5.55750 -0.709 -0.550 0.487
C 3.99582 0.95985 -4.92308 0.499 -0.495 0.102
H -0.31757 -3.08803 -4.69765 0.131 0.425 0.462
H 0.43339 -3.02166 -3.10291 -0.029 0.212 -0.028
H 1.89336 -2.26982 -5.03504 -0.233 0.514 0.162
H 0.79847 -0.91521 -5.35332 0.133 -0.237 0.296
H -3.32942 -1.67791 -1.10698 -0.033 -0.217 0.015
H -4.62143 -4.06650 -0.68717 0.237 0.061 -0.168
H -3.47575 -5.84685 -2.41765 0.132 0.262 0.064
H -1.53502 -4.48733 -3.73930 -0.218 0.061 0.329
H -3.08644 0.51882 -4.59421 -0.033 0.155 -0.047
H -4.05683 0.08902 -7.12342 0.076 -0.204 0.212
H -3.37756 -2.48201 -7.74405 -0.115 -0.147 0.029
H -2.11100 -3.49028 -5.57208 -0.132 0.317 -0.021
H 3.16654 -0.65242 -0.58110 -0.132 -0.418 -0.075
H 3.46761 -3.12569 0.55092 -0.174 0.091 -0.427
H 2.95201 -4.94013 -1.47048 0.337 0.234 -0.046
H 2.77591 -3.45836 -3.70993 -0.280 -0.214 -0.380
H 4.47135 -2.26885 -4.53998 0.038 0.087 0.191
H 6.49750 -1.01037 -5.83461 -0.181 -0.042 0.023
H 5.79345 1.60705 -6.01746 -0.108 -0.021 -0.023
H 3.34719 1.81869 -4.79285 0.266 -0.079 0.047
C -1.46365 5.71942 8.00472 -0.054 0.056 0.119
C -1.17633 5.36348 6.56612 0.075 -0.155 -0.374
C -1.37862 6.30733 5.55318 0.166 -0.025 -0.217
C -1.01531 6.06145 4.22496 0.065 -0.149 -0.034
C -0.43895 4.82871 3.87212 -0.021 -0.110 0.515
C -0.29428 3.84937 4.86904 -0.119 0.212 -0.112
C -0.65993 4.11738 6.19720 0.074 0.235 -0.254
S 0.41010 4.59537 2.28113 -0.491 0.119 0.315
O -0.49465 5.13544 1.18814 0.428 -0.716 0.064
O 1.64452 5.31673 2.44488 -0.446 -0.265 -0.362
O 0.53366 3.13336 2.04552 -0.268 0.494 -0.529
H -0.84211 6.56792 8.31593 -0.052 -0.167 -0.053
H -2.50524 6.02170 8.17706 0.175 -0.107 -0.215
H -1.25275 4.88378 8.67611 0.019 0.063 -0.104
H -1.77673 7.28173 5.84071 0.023 -0.197 -0.246
H -1.17108 6.83560 3.47064 0.145 -0.242 0.204
H 0.10831 2.87213 4.61474 0.004 0.224 -0.054
H -0.48912 3.36838 6.97315 -0.080 0.093 -0.299
```
Positions in Å, forces in eV/Å.

For the orbital gap, the calculation gives 7.4 eV. The HOMO energy comes out at -8.46 eV. The value obtained for the calculated total energy is -83283.7602 eV. The value obtained for the LUMO energy is -1.07 eV.

In elementary charge units, the Löwdin charges are:
1. Sn 1.22
2. C -0.12
3. C -0.09
4. C -0.19
5. C -0.19
6. C -0.12
7. C -0.09
8. C -0.20
9. C -0.19
10. C -0.33
11. H 0.09
12. H 0.10
13. H 0.10
14. H 0.09
15. H 0.09
16. H 0.10
17. H 0.09
18. H 0.11
19. H 0.10
20. H 0.11
21. H 0.11
22. H 0.11
23. H -0.01
24. H -0.04
25. H -0.01
26. P 1.09
27. P 1.08
28. N -0.28
29. N -0.25
30. N -0.27
31. N -0.27
32. C -0.42
33. C -0.40
34. C -0.15
35. C -0.10
36. C -0.09
37. C -0.15
38. C -0.17
39. C -0.10
40. C -0.08
41. C -0.15
42. C -0.15
43. C -0.09
44. C -0.07
45. C -0.19
46. C -0.13
47. C -0.09
48. C -0.10
49. C -0.17
50. H 0.06
51. H 0.07
52. H 0.07
53. H 0.08
54. H 0.09
55. H 0.09
56. H 0.10
57. H 0.09
58. H 0.08
59. H 0.09
60. H 0.09
61. H 0.09
62. H 0.10
63. H 0.10
64. H 0.10
65. H 0.09
66. H 0.09
67. H 0.09
68. H 0.09
69. H 0.09
70. C -0.05
71. C -0.27
72. C -0.04
73. C -0.05
74. C -0.25
75. C -0.04
76. C -0.03
77. S 0.47
78. O -0.53
79. O -0.28
80. O -0.45
81. H 0.08
82. H 0.08
83. H 0.07
84. H 0.12
85. H 0.12
86. H 0.08
87. H 0.11

=====

- What is the LUMO energy in the second record?
  -1.07 eV

=====

- Number 1 is which compound?
  C4H6FO4Rb

=====

- What is the calculated total energy in the second record?
  -83283.7602 eV

=====

- Number 2 is which compound?
  C34H42N4O3P2SSn